Record 1
DFT (the ωB97M-V functional and the def2-TZVPD basis) results for C33H61KMnN5O18 as an isolated structure.

Geometry as XYZ:
```
119
Properties=species:S:1:pos:R:3:mulliken_spin:R:1
H 1.320 -2.478 -6.295 0.000
C -4.896 -1.277 -1.593 0.002
O 1.326 4.099 -1.197 0.002
C 3.855 -2.648 -0.353 0.013
C 0.719 3.044 -0.882 0.004
H -3.810 5.892 -6.260 0.000
H -5.550 1.311 7.083 0.000
H -5.817 3.661 -2.175 0.000
C 1.731 1.846 4.300 0.000
O 5.206 -0.291 1.008 0.000
H 3.387 -2.135 0.492 0.004
O 0.042 -2.322 -2.613 -0.007
H -0.349 0.209 5.139 0.001
N 0.191 -1.107 3.638 0.013
O -5.069 0.056 4.818 0.000
H 7.721 -2.945 2.951 0.000
C -0.251 -0.872 5.009 -0.001
H 4.325 -1.918 -1.014 -0.001
C 6.217 -3.202 0.251 0.000
H -2.963 -0.751 -3.779 0.000
H 0.338 -1.561 -4.526 0.002
H -1.286 -1.202 5.112 0.000
C 8.024 -1.285 4.149 0.000
N 0.927 -3.442 -4.378 0.004
C 7.744 -1.870 2.764 0.000
C 0.015 2.225 2.635 -0.002
H 6.714 -4.006 0.795 0.000
O 7.350 0.343 1.253 0.000
H 3.853 0.605 -0.251 0.000
H -6.670 -1.600 -3.355 0.000
C 4.912 0.639 -0.001 0.001
O 6.468 -1.503 2.216 0.000
O -5.677 5.007 -4.002 0.000
H 2.305 1.814 1.182 0.001
H 5.389 0.329 -0.939 0.000
H -0.315 3.219 2.318 0.000
C -4.917 4.156 -4.389 0.000
O -4.533 3.110 -3.663 0.000
H -0.140 1.510 1.821 0.003
O -1.452 4.051 -0.587 0.008
N 1.384 2.310 3.093 0.000
C 6.442 -0.395 1.481 0.000
C -5.896 -0.952 -3.745 0.000
O -4.544 0.214 2.747 0.000
H -4.665 3.736 -8.254 0.000
C -4.049 0.121 3.977 0.000
O -5.869 -1.858 -1.126 0.000
O 5.147 -5.781 0.688 0.000
H -4.159 3.421 -1.662 0.000
C -5.666 0.230 7.168 0.000
C 1.421 1.843 -0.979 0.004
C 1.500 -0.601 3.295 -0.001
H 7.588 -0.281 4.144 0.000
H 0.859 -4.591 -2.582 0.002
H 6.301 -2.418 1.012 0.000
C -1.493 1.790 -0.712 0.033
O 0.979 1.377 5.133 0.000
C -3.609 -0.042 -3.233 -0.002
H -6.699 -0.090 7.045 0.000
H -5.317 -0.063 8.157 0.000
H -4.096 0.720 0.828 0.001
H 2.498 1.825 -1.102 0.003
H 2.329 -3.879 -5.860 0.000
O -4.389 4.014 -5.595 0.000
H -3.042 1.474 1.967 0.000
K 3.735 4.557 -2.732 0.000
H 2.998 -3.046 -0.899 -0.006
C -3.567 0.538 1.759 -0.002
H 2.253 -0.796 4.057 0.000
H -5.440 -1.392 -4.638 0.000
C 1.121 -4.674 -3.627 0.001
C 2.310 2.513 2.018 -0.002
N -4.812 -0.719 -2.801 0.000
H -5.157 1.992 -2.007 0.000
H 7.512 -1.786 4.970 0.000
C -4.506 5.096 -6.518 0.000
C 1.340 -3.429 -5.770 0.000
O -2.871 0.076 4.242 0.001
H -5.533 5.447 -6.571 0.000
H -3.042 4.211 -7.952 0.000
H 8.477 -1.693 1.981 0.000
H -3.879 0.617 -4.058 0.000
H 0.667 -4.082 -6.333 0.000
O -1.349 -0.550 -0.662 0.118
H -2.540 1.792 -0.453 0.003
C -4.948 3.017 -2.297 0.000
H 0.508 -5.481 -4.037 0.001
H -5.244 -1.521 6.124 0.000
C -0.802 3.010 -0.715 -0.001
C 4.490 -4.904 0.168 0.001
Mn -0.095 -2.143 -0.475 4.841
H -1.517 -1.973 3.209 0.003
H 2.215 3.522 1.601 0.000
H -4.195 5.432 -8.563 0.000
C -0.811 0.581 -0.799 -0.050
H -6.386 -0.042 -4.099 0.000
N 4.870 -3.623 -0.010 0.000
C -4.068 4.576 -7.899 0.000
H 1.474 0.494 3.223 0.001
O -0.257 -1.855 1.537 0.032
H 3.335 2.557 2.407 0.000
H -0.659 1.911 3.431 0.000
H 9.085 -1.250 4.383 0.000
C -0.586 -1.665 2.713 -0.008
H -4.010 -1.162 -0.943 -0.003
H 0.360 -1.289 5.803 0.000
H 6.719 -2.910 -0.671 0.000
H -2.816 -0.248 1.726 0.002
C 0.774 0.603 -0.828 -0.053
H -2.966 0.372 -2.467 0.002
C 0.369 -2.381 -3.800 0.005
H 3.454 -5.115 -0.141 0.000
H -3.801 -0.572 6.336 0.000
O 1.238 -0.563 -0.799 0.023
H 2.157 -4.973 -3.799 0.000
H 5.235 1.650 0.247 0.000
C -4.866 -0.492 6.112 0.000
H 2.828 1.875 4.421 0.000
H 1.858 -0.943 2.327 0.004
```

Computed properties:
- energy (eV) = -127154.805
- ⟨S²⟩ = 8.75
- spin multiplicity = 6
- net charge = +1
- LUMO (alpha / beta) (hartree) = -0.129 / -0.129
- gap between HOMO and LUMO (alpha / beta) (eV) = 6.454 / 6.446
- E_HOMO (alpha / beta) (eV) = -9.96 / -9.95



Record 2
DFT (the ωB97M-V functional and the def2-TZVPD basis) results for C33H62N4O2S as an isolated structure.

Geometry as XYZ:
```
102
Properties=species:S:1:pos:R:3:mulliken_charge:R:1
C -0.878 0.035 -4.334 -0.931
H -3.707 -5.865 5.332 0.298
H -0.033 0.257 0.266 0.206
H 1.269 -2.313 2.298 0.262
C -4.328 8.665 -4.326 -1.239
H 0.027 4.165 -2.299 0.358
C -2.438 7.389 -3.182 -0.104
H -5.165 8.560 -5.019 0.388
C 2.095 2.465 -4.574 0.885
C 0.389 3.408 -3.015 0.461
H -1.375 8.207 -5.707 0.293
H 3.873 -6.903 4.223 0.264
O -1.690 2.116 -2.593 -0.440
C -3.892 -4.933 3.395 -0.881
H 3.742 -3.878 2.963 -0.095
H -1.771 -2.053 -4.035 0.408
H -3.392 1.279 -0.523 0.343
C 2.142 5.735 -1.056 -0.717
H -3.250 -8.871 2.305 0.382
C -0.606 0.416 1.214 -0.818
N 1.754 0.401 -5.665 -0.649
H 6.385 -6.811 1.283 0.380
H 0.106 8.880 -5.064 0.358
H 0.794 6.630 -4.218 0.111
H 3.924 4.671 -1.805 0.498
C 0.034 6.742 -4.994 -0.792
C -0.469 -0.921 2.015 0.137
C 1.066 -1.272 1.986 -1.169
H -2.284 -3.181 4.879 0.271
H 3.273 4.627 -3.907 0.338
H 5.716 -5.316 4.801 0.332
H 1.563 -6.382 4.967 0.414
C -1.742 -4.005 4.409 -1.025
C -0.645 8.102 -4.899 -0.578
H -4.361 -5.157 2.432 0.328
H -4.461 -4.098 3.818 0.405
H -2.223 -7.209 3.835 0.133
S 3.209 1.031 -6.058 0.129
C -1.307 8.354 -3.544 -0.679
H -2.031 6.379 -3.062 -0.179
H -0.830 -0.855 3.056 0.416
H -5.109 -6.370 4.421 0.394
C 4.908 -5.428 2.044 -0.360
H -2.134 1.746 1.398 0.338
H -2.475 -3.649 2.433 0.016
H -4.852 -8.184 2.590 0.290
C 3.694 -6.035 4.864 -0.484
H -3.674 9.447 -4.717 0.284
C -3.785 -7.951 2.551 -1.206
C -4.043 -6.138 4.327 -0.784
H -3.617 -7.245 1.736 0.283
H -0.410 1.931 -0.992 0.329
C 6.269 -6.112 2.113 -1.223
H 2.037 -4.728 5.368 0.310
H 2.031 -5.272 3.682 0.238
C -1.389 -1.055 -4.227 -0.178
H 1.630 -0.532 2.596 0.369
N 3.282 2.444 -5.224 -0.639
H -0.738 -3.652 4.164 0.148
H 5.467 -3.618 3.058 0.381
H -0.088 1.260 1.727 0.379
C -3.299 -7.398 3.886 -0.209
C 1.226 1.308 -4.806 0.358
H 0.526 6.632 -5.963 0.424
H 7.077 -5.379 2.051 0.296
H -4.308 6.580 -3.842 0.393
H 1.535 6.389 -1.721 -0.069
C 4.715 -4.936 4.572 -0.767
C -1.495 2.127 -1.145 -0.241
C -2.315 1.003 -0.450 -0.726
C -2.455 -4.476 3.147 0.197
H -3.440 -8.167 4.652 0.381
H 3.841 -6.377 5.892 0.361
H 2.553 3.622 -1.440 0.212
O -1.124 -1.951 1.256 -0.484
H 4.821 -4.927 1.075 0.357
H -1.876 -5.275 2.673 0.207
H -2.831 7.672 -2.200 0.406
H -1.640 -4.811 5.139 0.373
H -0.682 5.924 -4.893 0.156
N -2.006 0.827 0.976 -0.245
H 4.547 -4.103 5.263 0.363
C -0.043 1.248 -4.109 0.489
C 1.620 3.496 -3.650 -0.723
H -3.238 7.004 -5.160 0.247
H -1.734 3.152 -0.789 0.197
H 4.117 -6.182 2.070 0.260
C 4.693 -4.389 3.143 -0.217
C -3.594 7.336 -4.181 -0.439
H -0.542 8.297 -2.761 0.305
H -1.682 9.381 -3.520 0.354
N 2.421 4.645 -3.346 -0.193
H 1.453 -1.151 0.945 0.288
H -4.726 8.998 -3.365 0.294
H 2.930 6.354 -0.576 0.325
C 2.817 4.598 -1.904 -0.380
H 6.390 -6.678 3.039 0.284
C -0.495 2.236 -3.240 0.084
C 2.249 -5.573 4.709 -1.080
H -2.189 0.072 -1.037 0.172
H 1.482 5.355 -0.251 0.281
H -0.786 -1.828 0.355 0.326
```

Computed properties:
- energy (eV) = -56114.255
- net charge = 0
- LUMO (hartree) = -0.029
- gap between HOMO and LUMO (eV) = 7.450
- E_HOMO (eV) = -8.25



Record 3
DFT (the ωB97M-V functional and the def2-TZVPD basis) results for C33H63Cl2GeN4NaO4P2Si3 as an isolated structure.

Geometry as XYZ:
```
113
Properties=species:S:1:pos:R:3:mulliken_spin:R:1
H -2.663 5.593 -2.029 0.000
N -3.302 -4.013 1.505 0.311
C 2.908 1.698 -3.267 0.000
C 2.151 1.774 2.817 0.000
H -1.727 -3.428 -3.061 -0.005
H 2.775 6.587 1.783 0.000
Cl 3.759 -0.097 -0.504 -0.001
H -0.523 -2.695 4.394 0.001
C -0.902 -3.288 3.560 0.016
H -1.411 -0.163 4.301 0.000
C -3.609 -1.938 4.044 0.001
C -1.673 5.128 -2.072 0.000
C -3.783 -0.771 1.847 0.027
H -1.079 2.238 -3.534 0.000
H -3.248 -0.371 0.980 -0.012
H -0.031 -5.227 -2.267 -0.003
H 4.287 3.800 -0.317 0.000
Si 1.327 2.674 -3.007 0.000
Ge 0.873 3.400 -0.759 -0.001
H -5.422 -5.436 1.929 -0.003
H 1.553 4.008 -5.066 0.000
N 4.329 -1.787 2.429 0.000
H 4.765 5.503 -0.303 0.000
H 4.317 -2.338 -0.122 0.000
O 0.355 3.032 1.907 0.000
H 0.701 4.975 -3.860 0.000
H -4.463 -1.331 4.368 0.000
H 4.175 4.761 -1.795 0.000
H 2.479 7.628 -0.969 0.000
H 1.184 5.813 1.925 0.000
H -6.394 -7.147 0.402 0.010
H 5.736 -1.267 -0.036 0.000
C -3.183 -5.200 -0.621 0.007
C 0.744 -4.545 -2.616 0.002
C 2.366 -0.527 3.227 0.000
C -5.499 -6.605 0.118 0.023
C -0.884 -2.787 -3.311 0.007
H -4.376 -1.622 1.513 0.004
H -2.994 -2.132 4.925 0.000
H -0.081 -3.902 3.186 -0.005
C 4.044 4.789 -0.711 0.000
P -0.077 -2.699 -0.614 0.022
Na 0.596 -0.135 1.458 -0.003
H 1.242 -1.114 -2.543 -0.001
H 4.624 -0.829 2.249 0.000
H -3.694 3.113 -0.756 0.000
C 1.318 2.332 1.654 -0.001
H -0.215 0.722 -3.297 0.001
C -1.000 -0.392 -0.993 0.038
C 0.313 -3.091 -2.401 -0.005
H -5.298 -7.611 -1.776 0.010
H -1.219 6.066 0.860 0.000
H -2.539 1.951 -1.426 0.001
H -3.244 -6.355 -2.411 -0.003
C -2.711 2.655 -0.612 -0.001
C 3.314 -1.691 3.480 0.000
H -1.423 4.627 1.871 0.000
C -1.603 -3.593 -0.153 0.054
H 3.751 2.112 -2.712 0.000
H 2.230 -3.405 -0.220 -0.006
H -2.969 0.664 4.092 -0.001
C -4.884 -6.866 -1.106 0.036
N -2.048 -4.537 -1.012 0.301
C 1.519 4.267 -4.004 0.000
H -4.459 0.011 2.210 0.001
C 4.825 -1.496 -0.574 0.000
C 1.275 -3.587 0.275 -0.004
C -2.214 -3.334 1.072 0.083
H 1.101 -4.664 0.327 0.012
H 1.658 -2.223 -3.857 0.000
C -1.747 5.114 0.954 0.000
H 2.856 2.599 2.987 0.000
H 1.447 1.767 3.655 0.000
H 3.150 1.742 -4.334 0.000
H 1.768 6.673 -2.273 0.000
C -2.827 -1.181 2.970 -0.028
H -2.733 2.088 0.320 0.001
H 2.649 4.876 2.197 0.000
H 2.402 -2.420 -2.273 0.000
H -2.816 5.332 1.026 0.000
C 1.776 6.820 -1.193 0.000
H 2.730 -2.609 3.548 0.000
H 2.456 4.772 -3.758 0.000
O 1.145 -0.687 3.502 0.000
H 5.132 -2.301 2.774 0.000
Cl 5.288 -1.913 -2.243 0.000
H 0.906 -4.717 -3.686 0.001
O -0.794 0.370 -0.164 -0.033
H 0.782 7.156 -0.886 0.000
H -1.715 -3.941 3.876 0.004
H -0.585 -2.979 -4.347 -0.001
H -1.618 4.564 -3.006 0.000
H 2.813 0.649 -2.987 0.000
H -0.014 1.627 -4.803 0.000
C -3.742 -6.171 -1.466 0.065
C -2.198 0.076 3.583 0.002
H 3.756 -1.503 4.468 0.000
C -0.132 1.726 -3.720 0.002
C 2.211 5.669 1.588 0.000
C -3.808 -4.936 0.631 0.021
H 1.342 -3.198 1.293 0.007
P -1.422 -2.164 2.210 -0.031
H -0.935 5.932 -2.117 0.000
Si -1.439 4.030 -0.548 0.000
H -3.980 -2.885 3.652 0.000
C -4.966 -5.655 0.971 0.078
H -1.197 -1.745 -3.236 -0.002
C 1.471 -2.158 -2.781 0.001
H 1.683 -4.770 -2.105 -0.001
O 1.687 2.111 0.394 0.002
Si 2.285 5.273 -0.248 0.000
H -1.757 0.719 2.814 0.000
N 2.941 0.562 2.748 0.000
```

Computed properties:
- energy (eV) = -177588.011
- ⟨S²⟩ = 0.77
- spin multiplicity = 2
- net charge = -1
- LUMO (alpha / beta) (hartree) = 0.073 / 0.072
- gap between HOMO and LUMO (alpha / beta) (eV) = 4.343 / 6.901
- E_HOMO (alpha / beta) (eV) = -2.37 / -4.93



Record 4
DFT (the ωB97M-V functional and the def2-TZVPD basis) results for a 3-piece molecular cluster, C33H63F3N2O15P2S2 overall.

Geometry as XYZ:
```
120
Properties=species:S:1:pos:R:3:mulliken_charge:R:1
H 2.587 -4.658 -9.984 0.244
H -0.636 -0.726 6.147 0.273
H -0.685 -3.715 -6.230 0.363
C -5.064 -2.765 0.354 -1.160
C -0.095 -4.580 -8.095 -0.593
C 1.914 2.379 2.164 -1.204
O -1.689 2.915 3.180 -0.691
H -5.705 -2.498 1.227 0.313
C 3.895 2.616 -4.448 -1.077
H 2.647 -4.901 -3.293 0.358
O 0.731 -4.298 -9.219 -0.370
H -0.031 -1.041 -2.981 0.503
F 4.386 -0.039 -0.460 -0.207
H -6.214 6.186 4.656 0.318
H -4.901 4.168 1.789 0.351
S -0.677 2.339 2.291 1.688
O 2.192 2.777 5.302 -0.519
H 4.542 0.484 -4.017 0.390
O 1.324 -3.502 -6.442 -0.234
H 3.191 1.036 5.803 0.388
O 4.583 1.502 1.760 -0.697
O 3.248 -1.612 -2.575 -0.186
H 0.300 1.092 -0.201 0.935
C -1.691 0.214 4.442 0.026
H -1.078 -2.174 1.003 -0.059
H 2.666 -1.753 3.327 0.234
H -3.014 -2.241 -0.183 0.037
H -7.042 5.149 2.371 0.330
H -4.636 -0.761 2.124 0.550
O -1.533 0.170 1.171 -0.258
O -0.962 -0.265 3.330 0.095
H 4.546 3.461 -4.118 0.322
H 3.173 -2.646 -6.614 0.236
H 2.608 4.805 1.612 0.255
H -1.128 -4.598 -8.456 0.376
C 1.833 0.724 4.020 -0.057
H 0.135 -5.566 -7.680 0.324
O -5.955 3.816 3.553 -0.422
O 4.491 -0.261 3.181 -0.741
C -3.676 -0.953 1.571 -0.387
C -0.636 0.497 2.217 -1.175
H 2.429 -5.041 -8.261 0.230
S 3.737 0.322 2.047 1.631
N 0.660 -4.532 2.748 -0.592
H -3.349 0.915 0.501 0.652
O 2.142 -0.435 -4.539 -0.625
O 2.936 1.152 -2.738 -0.074
C -1.590 -0.886 5.595 -1.227
H -3.945 5.348 4.465 0.419
H 1.002 -1.938 -0.759 0.287
C 2.852 1.553 4.871 -1.111
H 2.426 -4.175 3.791 0.397
H -5.029 7.507 4.876 0.317
C -2.914 0.443 1.426 -0.077
C 2.887 -2.753 -3.417 0.232
O 0.740 3.015 2.707 -0.262
H -5.716 -2.755 -0.556 0.314
H -2.787 0.411 4.319 0.324
H 2.835 2.953 -4.280 0.256
C 4.168 1.391 -3.482 -0.342
C 3.285 -4.130 -2.771 -1.320
C 4.142 -0.823 0.647 0.713
H 1.921 0.422 -0.140 -0.304
H -2.453 -0.678 6.285 0.390
H -6.414 7.717 3.785 0.248
H -4.050 3.293 3.068 -0.380
H 3.360 -2.722 -4.427 -0.050
C -3.901 -1.676 0.196 -0.029
H 4.943 1.692 -2.724 0.299
H -7.227 3.415 1.974 0.302
H -4.194 -0.934 -0.596 0.333
H 2.751 2.903 2.709 0.791
H -4.643 -3.791 0.497 0.289
C -5.682 7.000 4.157 -0.728
H 1.855 -0.304 4.441 0.846
H -2.975 -1.599 2.171 -0.108
H 0.836 1.137 4.340 -0.167
C -0.242 -2.523 1.655 -0.238
H -1.274 1.151 4.910 0.251
H 2.780 3.265 5.900 0.341
P 2.293 -0.337 -3.043 0.632
C 0.581 -0.350 -2.343 -1.259
H -7.974 4.085 3.439 0.259
F 5.329 -1.442 0.899 -0.239
H 3.258 2.411 -0.216 -0.099
O -4.920 6.535 3.056 -0.401
H -0.625 -1.201 -0.765 -0.256
O -1.033 2.879 0.972 -0.709
H 1.083 3.100 -0.426 0.012
F 3.259 -1.767 0.287 -0.281
C 2.009 0.781 2.429 -0.711
C 1.641 -3.700 3.149 -0.899
C 0.805 -1.575 2.088 2.164
C -4.119 5.403 3.386 -0.537
C -4.739 4.117 2.870 0.486
H 1.689 -6.108 -9.492 0.333
C -7.103 4.140 2.786 -0.745
H 3.772 1.883 4.319 0.461
H -1.693 -1.895 5.130 0.240
H 0.182 0.692 -2.320 0.565
H 4.342 -4.415 -3.024 0.354
C -0.298 -3.919 1.997 -0.726
C 1.920 -5.070 -9.227 -0.652
C 0.830 -0.052 1.702 0.978
C 0.847 0.168 0.136 -0.677
H 1.764 -2.754 -3.477 0.242
H 1.825 -1.498 -6.538 0.273
P 2.204 3.100 0.443 1.334
C 0.473 -0.964 -0.864 0.434
C 0.030 -3.502 -7.031 -0.549
C 1.806 -2.286 2.882 -0.917
H 2.140 -2.420 -8.037 0.512
C 2.151 -2.457 -6.944 -0.868
N 2.650 4.638 0.595 -1.043
H -0.211 -2.517 -7.443 0.378
H 3.054 -4.210 -1.682 0.254
H -3.151 5.545 2.897 0.212
H 3.996 2.361 -5.529 0.287
H -1.146 -4.555 1.644 0.390
H -3.171 1.062 2.311 -0.334
```

Computed properties:
- energy (eV) = -117326.071
- net charge = 0
- LUMO (hartree) = -0.014
- gap between HOMO and LUMO (eV) = 7.974
- E_HOMO (eV) = -8.36